1.
{
  "formula": "C26H16F3N14O2SV",
  "method": "ωB97M-V/def2-TZVPD",
  "elements": ["V", "O", "C", "N", "C", "C", "C", "C", "C", "C", "N", "C", "O", "C", "C", "C", "C", "C", "N", "C", "C", "C", "C", "C", "N", "H", "H", "H", "H", "H", "H", "H", "H", "H", "H", "H", "H", "N", "C", "N", "N", "N", "N", "C", "N", "N", "N", "N", "H", "F", "C", "F", "F", "C", "C", "C", "C", "N", "C", "S", "H", "H", "H"],
  "xyz": [[-0.5584, -0.1553, -0.2077], [-2.1316, 2.0548, -3.3265], [-1.4216, 1.5349, -2.4791], [-1.7578, 0.5753, -1.5922], [-3.0884, 0.2089, -1.3930], [-4.2337, 0.9311, -1.7013], [-5.4693, 0.3988, -1.3539], [-5.5607, -0.8221, -0.7039], [-4.4219, -1.5522, -0.3865], [-3.1848, -1.0314, -0.7362], [-1.9141, -1.5492, -0.5346], [-1.6101, -2.8601, -0.4967], [-2.3715, -3.8132, -0.5190], [-0.1169, -3.0252, -0.5786], [0.4850, -4.2678, -0.5018], [1.8507, -4.3514, -0.6945], [2.5553, -3.1922, -0.9919], [1.8713, -1.9945, -1.0642], [0.5576, -1.8996, -0.8515], [0.0113, 1.9180, -2.3459], [0.5011, 2.9774, -3.0898], [1.8058, 3.3851, -2.8952], [2.5729, 2.6784, -1.9833], [2.0083, 1.6129, -1.3032], [0.7386, 1.2319, -1.4593], [-4.1544, 1.8919, -2.1832], [-6.3673, 0.9519, -1.5990], [-6.5338, -1.2123, -0.4324], [-4.4787, -2.4969, 0.1334], [-0.1310, -5.1272, -0.2815], [2.3598, -5.3038, -0.6273], [3.6223, -3.2092, -1.1617], [2.3908, -1.0791, -1.3106], [-0.1755, 3.4595, -3.7801], [2.2140, 4.2301, -3.4339], [3.6016, 2.9452, -1.7853], [2.5993, 1.0579, -0.5884], [-2.5254, 0.4462, 2.5167], [-1.8086, -0.7185, 2.5022], [-1.9321, -1.7119, 3.3665], [-1.0355, -2.6184, 2.9616], [-0.4032, -2.2026, 1.9230], [-0.8642, -0.9815, 1.5901], [-2.1028, 1.4949, 1.7591], [-2.4672, 2.7511, 1.9200], [-1.8083, 3.4214, 0.9576], [-1.1002, 2.6260, 0.2495], [-1.2529, 1.3691, 0.7225], [-3.1315, 0.6246, 3.2977], [4.8929, 0.1522, 4.2080], [4.4551, 0.5864, 2.9937], [4.4186, -0.4848, 2.2055], [5.4731, 1.3687, 2.5156], [3.1997, 1.3949, 3.1356], [3.2897, 2.4399, 4.0433], [2.2186, 3.2879, 4.2374], [1.0708, 3.0294, 3.5052], [0.9579, 2.0262, 2.6510], [1.9850, 1.1955, 2.4211], [1.7880, -0.0935, 1.2831], [4.2126, 2.5811, 4.5927], [2.2692, 4.1124, 4.9342], [0.1888, 3.6547, 3.6020]],
  "forces_ev_per_a": [[1.7, -0.6, -0.7], [0.0, 0.0, 0.1], [-0.1, 0.0, -0.1], [-0.1, 0.0, -0.4], [-0.5, -0.3, 0.0], [0.1, 0.0, 0.0], [0.0, 0.0, 0.0], [-0.1, -0.1, 0.0], [0.2, -0.1, 0.0], [-0.3, 0.4, -0.4], [-0.2, -0.3, -0.1], [-0.1, 0.0, -0.1], [0.1, 0.0, 0.1], [0.0, -0.2, -0.3], [0.0, 0.0, 0.0], [-0.1, 0.1, 0.0], [0.0, -0.1, -0.1], [0.2, 0.0, -0.1], [0.2, -0.3, 0.2], [0.2, 0.2, -0.2], [-0.1, 0.0, 0.0], [0.0, -0.1, 0.1], [-0.1, 0.1, -0.1], [0.3, 0.0, 0.0], [-0.1, 0.1, -0.1], [0.0, 0.0, -0.1], [0.0, 0.0, 0.1], [0.0, 0.0, 0.0], [0.0, 0.0, 0.0], [0.0, 0.0, 0.0], [0.0, 0.0, 0.0], [0.0, 0.0, 0.0], [0.0, 0.0, 0.1], [0.0, 0.0, 0.0], [0.0, 0.0, 0.0], [0.0, 0.0, 0.0], [-0.1, 0.0, 0.1], [0.0, -0.1, 0.0], [0.4, -0.4, -0.1], [-0.3, 0.4, 0.1], [0.1, 0.0, -0.1], [0.2, -0.3, 0.1], [-0.9, -0.1, 1.4], [0.2, 0.4, -0.3], [-0.1, -0.2, 0.3], [0.1, -0.1, -0.1], [0.1, 0.4, -0.1], [-0.7, 1.0, 1.3], [0.0, 0.1, 0.0], [-0.1, 0.0, -0.1], [0.4, 0.0, 0.1], [0.0, 0.1, 0.1], [-0.1, -0.1, 0.0], [-0.2, -0.1, -0.1], [0.0, -0.1, -0.1], [0.0, 0.1, 0.1], [0.0, -0.1, 0.0], [-0.2, -0.1, -0.2], [0.2, 0.2, 0.2], [-0.2, -0.2, -0.4], [0.0, 0.0, 0.0], [0.0, 0.0, 0.0], [0.0, 0.0, 0.0]],
  "multiplicity": 2,
  "e_homo_ev": [-5.1, -5.2],
  "gap_ev": [6.11, 6.68],
  "charge": -1,
  "e_tot_ha": -3559.4567
}


2.
{
  "formula": "C26H17BrNO2PtS",
  "method": "ωB97M-V/def2-TZVPD",
  "elements": ["Pt", "S", "C", "C", "C", "C", "C", "C", "C", "C", "C", "N", "H", "H", "H", "H", "H", "H", "C", "C", "C", "C", "C", "C", "C", "C", "C", "C", "H", "H", "H", "H", "H", "H", "H", "Br", "C", "C", "C", "C", "C", "C", "C", "O", "O", "H", "H", "H", "H"],
  "xyz": [[0.1108, -0.0163, 0.2158], [-2.9873, -1.7967, -2.2970], [-2.1924, -3.0933, -1.5092], [-1.2196, -2.6820, -0.6475], [-1.1444, -1.2722, -0.6265], [-2.0172, -0.6575, -1.4742], [-2.0315, 0.7759, -1.5837], [-2.9172, 1.5597, -2.3048], [-2.7816, 2.9360, -2.2507], [-1.7777, 3.5049, -1.4730], [-0.9193, 2.6730, -0.7881], [-1.0465, 1.3467, -0.8589], [-2.4881, -4.1064, -1.7315], [-0.6190, -3.3529, -0.0521], [-3.6990, 1.0909, -2.8862], [-3.4615, 3.5684, -2.8056], [-1.6653, 4.5758, -1.3928], [-0.1238, 3.0574, -0.1628], [4.7818, -2.9856, 0.5445], [3.4498, -3.1287, 0.9893], [2.4873, -2.2496, 0.5894], [2.8110, -1.1480, -0.2408], [1.9125, -0.0966, -0.5836], [2.2586, 0.9119, -1.4378], [3.5518, 0.9449, -1.9975], [4.4685, 0.0021, -1.6394], [4.1350, -1.0474, -0.7459], [5.1040, -1.9927, -0.3301], [5.5428, -3.6709, 0.8925], [3.1916, -3.9431, 1.6531], [1.4689, -2.3846, 0.9234], [1.5572, 1.7001, -1.6853], [3.8111, 1.7293, -2.6952], [5.4787, 0.0505, -2.0270], [6.1123, -1.9031, -0.7151], [2.2407, -0.2144, 7.5021], [0.7079, -0.0834, 6.4068], [-0.5516, -0.1180, 6.9869], [-1.6766, 0.0062, 6.1831], [-1.5454, 0.1660, 4.8137], [-0.2767, 0.1759, 4.2483], [0.8614, 0.0443, 5.0396], [-0.1353, 0.2338, 2.7799], [0.7465, -0.5295, 2.2126], [-0.8595, 0.9663, 2.0718], [-0.6490, -0.2363, 8.0570], [-2.6594, -0.0213, 6.6337], [-2.4158, 0.2614, 4.1787], [1.8438, 0.0376, 4.5880]],
  "forces_ev_per_a": [[-0.3, 2.1, 3.2], [0.0, -0.2, 0.1], [-0.1, 0.1, -0.1], [0.1, -0.1, 0.3], [0.8, -0.2, -0.5], [-0.4, 0.0, -0.3], [0.0, 0.1, -0.1], [0.0, 0.1, 0.1], [0.0, 0.0, 0.0], [-0.1, 0.0, 0.0], [0.0, 0.0, 0.2], [0.7, -0.8, -0.9], [0.0, 0.0, 0.0], [0.0, 0.0, 0.0], [0.0, 0.0, 0.0], [0.0, 0.0, 0.0], [0.0, 0.0, 0.0], [0.0, 0.0, 0.0], [0.0, -0.1, 0.0], [0.1, 0.0, 0.0], [-0.1, 0.1, -0.1], [0.1, 0.0, 0.1], [-0.3, -1.0, -1.0], [-0.2, 0.1, -0.2], [0.1, 0.2, 0.2], [0.0, -0.1, 0.0], [0.0, 0.1, 0.1], [0.0, 0.1, -0.1], [0.0, 0.0, 0.0], [0.0, 0.0, 0.0], [0.0, 0.0, 0.1], [0.0, -0.1, -0.2], [0.0, 0.1, 0.1], [0.0, -0.1, -0.1], [0.0, 0.0, 0.0], [0.0, 0.0, 0.0], [0.1, 0.0, 0.1], [0.0, 0.0, -0.1], [0.0, 0.0, 0.1], [-0.1, 0.1, -0.1], [0.3, -0.2, 0.0], [0.0, -0.1, -0.1], [-0.1, 0.0, 0.1], [0.0, -0.2, -1.0], [-0.6, -0.2, 0.1], [0.0, 0.0, 0.0], [0.0, 0.0, 0.0], [0.0, 0.0, 0.0], [0.0, 0.0, 0.0]],
  "e_homo_ev": -11.1,
  "gap_ev": 6.33,
  "charge": 1,
  "e_tot_ha": -4297.4678
}


3.
{
  "formula": "C26H17FN4O11SW",
  "method": "ωB97M-V/def2-TZVPD",
  "elements": ["W", "O", "N", "C", "C", "C", "C", "C", "S", "H", "H", "H", "H", "C", "C", "C", "C", "C", "C", "C", "F", "C", "C", "C", "O", "C", "C", "N", "C", "C", "O", "O", "H", "H", "H", "H", "H", "H", "H", "H", "H", "H", "H", "O", "C", "O", "C", "C", "C", "C", "C", "C", "O", "N", "O", "O", "N", "O", "O", "H", "H"],
  "xyz": [[-0.7830, 0.5595, 1.9054], [-1.1877, 1.6169, 3.6696], [-0.3631, 1.5661, 4.7166], [-0.9053, 1.8790, 5.9129], [-0.1318, 1.9147, 7.0360], [1.2302, 1.6131, 6.9203], [1.7516, 1.2833, 5.6974], [0.9385, 1.2485, 4.5533], [1.4881, 0.8202, 2.9964], [-1.9633, 2.0841, 5.8700], [-0.5873, 2.1632, 7.9820], [1.8702, 1.6279, 7.7916], [2.7941, 1.0283, 5.5779], [2.4265, 3.3371, -4.2616], [2.4960, 1.8246, -4.1826], [1.8623, 1.1601, -5.3962], [2.1400, -0.3323, -5.3665], [1.7592, -0.9193, -4.0345], [1.5082, -2.2640, -3.9048], [1.1072, -2.8012, -2.6817], [0.8802, -4.1211, -2.6268], [0.9231, -2.0290, -1.5741], [1.1656, -0.6497, -1.6845], [0.9120, 0.1984, -0.5437], [0.5470, -0.3616, 0.5538], [1.0649, 1.5818, -0.7163], [1.5684, 2.0402, -1.9122], [1.8499, 1.2707, -2.9613], [1.6024, -0.0969, -2.8965], [0.6790, 2.6670, 0.2712], [1.1880, 3.7609, 0.1344], [-0.2335, 2.3872, 1.1471], [2.8926, 3.6415, -5.1979], [2.9655, 3.8341, -3.4570], [1.3944, 3.6911, -4.2678], [3.5454, 1.5159, -4.1258], [2.2739, 1.6083, -6.3004], [0.7871, 1.3580, -5.3895], [3.2026, -0.5111, -5.5569], [1.5892, -0.8472, -6.1543], [1.5969, -2.9287, -4.7549], [0.5936, -2.4502, -0.6354], [1.7464, 3.0997, -1.9997], [-1.8872, -2.1997, 4.7422], [-1.7205, -1.7349, 3.6442], [-0.6781, -1.0390, 3.2388], [-2.6321, -1.9683, 2.4617], [-3.0830, -3.1842, 2.0438], [-3.5660, -3.3140, 0.7223], [-3.4861, -2.3116, -0.2065], [-3.0118, -1.0742, 0.2355], [-2.7309, -0.8347, 1.6004], [-2.7566, 0.3922, 2.1224], [-2.5957, -0.0835, -0.6650], [-2.9535, -0.0643, -1.8205], [-1.7604, 0.7593, -0.2233], [-4.0586, -4.6252, 0.2833], [-4.4352, -4.7305, -0.8678], [-4.0590, -5.5247, 1.0982], [-3.0254, -4.0565, 2.6785], [-3.7448, -2.4754, -1.2416]],
  "forces_ev_per_a": [[1.4, 0.7, 0.8], [0.0, -0.1, -0.4], [0.0, 0.0, 0.0], [0.0, 0.0, -0.1], [0.0, 0.0, 0.0], [0.0, 0.0, 0.0], [0.0, 0.0, 0.0], [0.0, 0.0, 0.1], [-0.2, -0.1, -0.1], [0.0, 0.0, 0.0], [0.0, 0.0, 0.0], [0.0, 0.0, 0.0], [0.0, 0.0, 0.0], [0.0, 0.0, 0.0], [0.0, 0.0, 0.0], [0.0, 0.0, 0.0], [0.0, 0.0, 0.0], [0.0, 0.0, 0.1], [0.0, 0.0, 0.0], [0.0, 0.0, 0.0], [0.0, 0.0, 0.0], [0.0, 0.0, -0.1], [0.1, -0.1, 0.1], [-0.1, 0.2, 0.1], [-0.6, 0.3, 0.0], [-0.1, -0.1, 0.0], [0.0, -0.1, 0.0], [0.0, 0.0, 0.0], [0.0, -0.1, 0.0], [0.1, 0.2, -0.3], [-0.1, 0.0, 0.1], [-0.2, -0.5, 0.0], [0.0, 0.0, 0.0], [0.0, 0.0, 0.0], [0.0, 0.0, 0.0], [0.0, 0.0, 0.0], [0.0, 0.0, 0.0], [0.0, 0.0, 0.0], [0.0, 0.0, 0.0], [0.0, 0.0, 0.0], [0.0, 0.0, 0.0], [0.0, 0.0, 0.0], [0.0, 0.0, 0.0], [0.1, 0.0, 0.0], [-0.3, -0.2, -0.2], [-0.2, 0.4, 0.0], [0.1, 0.1, -0.1], [0.0, 0.1, -0.1], [-0.1, -0.2, 0.0], [0.1, 0.2, 0.1], [-0.1, -0.3, 0.2], [-0.6, -0.3, 0.0], [0.3, -0.2, -0.1], [0.1, 0.2, -0.1], [0.0, 0.0, 0.0], [0.0, -0.1, 0.0], [0.0, 0.1, 0.0], [0.0, 0.0, 0.0], [0.0, 0.0, 0.0], [0.0, 0.0, 0.0], [0.0, 0.0, 0.0]],
  "multiplicity": 3,
  "e_homo_ev": [-7.5, -8.4],
  "gap_ev": [6.21, 6.87],
  "charge": 0,
  "e_tot_ha": -2612.7183
}


4.
{
  "formula": "C26H17MnN8O11S",
  "method": "ωB97M-V/def2-TZVPD",
  "elements": ["Mn", "N", "C", "S", "N", "N", "C", "C", "C", "C", "C", "C", "C", "C", "C", "C", "C", "C", "N", "H", "H", "H", "H", "H", "H", "H", "H", "H", "H", "H", "O", "C", "C", "C", "C", "C", "C", "C", "O", "N", "O", "O", "H", "H", "H", "H", "O", "N", "O", "C", "C", "C", "C", "O", "C", "C", "N", "O", "O", "N", "O", "O", "H", "H"],
  "xyz": [[-0.0143, 0.2233, -0.1182], [0.2541, 4.1733, 1.9526], [-0.3809, 3.9535, 0.7739], [-0.4097, 5.0337, -0.5104], [-1.0140, 2.7313, 0.9571], [-1.2741, 1.9985, -0.1354], [-2.5184, 1.8693, -0.6410], [-3.6975, 2.5391, -0.1865], [-4.8702, 1.8099, -0.3792], [-6.1574, 2.3910, -0.1567], [-6.2032, 3.6825, 0.3977], [-5.0440, 4.4037, 0.6503], [-3.8031, 3.8585, 0.3562], [-2.4780, 0.9426, -1.7290], [-3.4478, 0.8259, -2.7553], [-3.5124, -0.2817, -3.6099], [-2.4121, -1.1299, -3.6286], [-1.4075, -0.9580, -2.7023], [-1.4851, 0.0237, -1.8098], [0.8560, 4.9385, 2.0289], [0.2647, 3.4545, 2.7152], [-4.7840, 0.7546, -0.7131], [-7.0649, 1.8649, -0.4059], [-7.1609, 4.0729, 0.6982], [-5.0563, 5.4318, 0.9874], [-2.8756, 4.4633, 0.4610], [-4.1465, 1.6358, -2.7999], [-4.3567, -0.3940, -4.3241], [-2.2923, -1.8759, -4.4261], [-0.5311, -1.5840, -2.6856], [-1.2482, -1.3190, 0.6452], [-0.8280, -2.2576, 1.4640], [0.2570, -2.0625, 2.4011], [0.5525, -3.0621, 3.3883], [1.6350, -2.9082, 4.2129], [2.2512, -1.6141, 4.3252], [1.8056, -0.6028, 3.5384], [0.9849, -0.8497, 2.4200], [1.0163, 0.0993, 1.5066], [2.3044, -3.9001, 5.0760], [3.2127, -3.5738, 5.8289], [1.9009, -5.0763, 4.9550], [-1.3917, -3.1884, 1.5573], [0.0925, -4.0330, 3.3368], [3.1975, -1.5310, 4.9163], [2.1381, 0.4397, 3.7257], [7.1162, -0.9597, -0.7309], [6.6574, -1.6855, -1.6022], [7.3227, -2.6093, -2.1669], [5.1359, -1.6201, -1.7124], [4.3915, -2.6444, -2.2566], [3.0332, -2.4846, -2.2092], [2.3610, -1.3710, -1.5222], [1.1618, -1.4879, -1.2186], [3.2521, -0.2493, -1.2757], [4.6477, -0.4543, -1.2725], [2.8184, 1.0363, -0.9029], [1.5674, 1.3778, -1.2230], [3.5620, 1.8499, -0.3148], [2.2137, -3.4143, -2.8915], [1.0110, -3.0857, -3.1495], [2.7223, -4.4248, -3.4538], [4.8698, -3.4785, -2.7837], [5.2988, 0.2922, -0.8733]],
  "forces_ev_per_a": [[-0.5, 0.5, -1.8], [0.1, -0.4, 1.7], [-1.0, -3.5, 1.6], [0.1, -0.1, -0.1], [0.3, 1.9, -1.1], [-2.7, 0.1, -1.0], [4.8, 0.9, 1.8], [-1.9, 1.0, 0.5], [-1.8, 0.0, 0.1], [1.9, 0.4, 0.5], [-0.3, -1.0, -0.2], [0.6, -0.3, -0.3], [1.2, -0.4, -0.6], [-0.6, -3.2, -3.4], [-0.2, 0.1, 0.6], [0.3, 1.1, -0.2], [-0.4, -0.8, -1.0], [-0.6, 1.0, -0.2], [0.6, 0.3, 1.4], [0.7, 1.2, 0.2], [-0.1, 1.0, -1.7], [-0.3, 1.0, 0.2], [-0.1, -0.2, 0.2], [-0.2, 0.3, -0.2], [-0.3, -0.1, 0.2], [-0.8, -0.5, -0.1], [-0.7, 0.0, -0.2], [0.8, 0.2, 0.5], [-0.2, 0.1, 0.6], [0.1, 0.0, 0.1], [1.1, -4.2, 2.9], [-0.9, 3.8, -1.6], [-0.6, -0.7, 0.1], [0.8, -0.5, -0.9], [1.4, 1.9, 0.9], [0.7, -0.7, -0.1], [1.0, 1.0, 1.1], [0.3, 2.5, -1.3], [0.1, -2.1, 2.4], [-1.2, -2.1, -0.4], [-0.8, -0.1, -0.7], [0.5, 1.6, 0.3], [-0.1, 0.0, -0.3], [-0.4, -0.2, 0.0], [-1.4, 0.2, -0.2], [0.1, -0.9, -0.6], [0.3, -0.3, -1.2], [0.5, -2.7, 0.8], [-2.0, 2.5, 0.8], [3.1, -0.7, -0.6], [0.0, -0.3, -0.7], [0.3, 0.3, 0.7], [-0.4, -0.3, -0.3], [0.4, 1.2, 0.6], [1.2, -0.6, 0.2], [-2.4, 1.1, 0.5], [-2.7, 3.2, 0.7], [3.8, -1.3, 1.0], [-1.5, -2.1, -1.6], [-2.6, -1.4, -3.6], [2.9, -1.1, 0.8], [-0.6, 1.8, 1.8], [-0.3, 0.3, 0.4], [0.1, 0.4, 0.0]],
  "multiplicity": 6,
  "e_homo_ev": [-4.5, -4.7],
  "gap_ev": [5.00, 5.18],
  "charge": -1,
  "e_tot_ha": -3815.5742
}


Which molar mass belongs to each record? In order, 696.51, 682.48, 796.34, 704.47 Da.
Which ΔE to the lowest compared entry with this formula, charge and spin belongs to each record? In order, 24.13, 31.39, 19.11, 69.31 kcal/mol.
Which largest force on an atom belongs to each record? In order, 2.0, 3.9, 1.8, 5.3 eV Å⁻¹.